DFT (the ωB97M-V functional and the def2-TZVPD basis) results for the ion C21H27 with charge +1.

XYZ file:
```
48
C21H27, DFT the ωB97M-V functional and the def2-TZVPD basis
C -2.551 -0.391 2.683
C -1.757 -0.224 1.394
C -0.340 0.077 1.699
C -2.065 -1.357 0.350
C -3.285 -0.519 -0.087
C -2.503 0.749 0.367
C -1.568 1.147 -0.699
C -1.832 2.425 -1.387
C -0.738 0.082 -1.347
C -1.073 -1.378 -0.797
H -3.618 -0.565 2.512
H -2.152 -1.232 3.268
H -2.451 0.516 3.295
H 0.186 0.258 0.779
H -0.248 0.981 2.312
H 0.164 -0.752 2.216
H -2.265 -2.338 0.806
H -3.553 -0.551 -1.147
H -4.158 -0.706 0.538
H -3.069 1.564 0.842
H -2.212 3.188 -0.684
H -0.959 2.848 -1.898
H -2.611 2.287 -2.161
H -1.177 0.065 -2.372
H -0.187 -1.950 -0.519
H -1.529 -1.931 -1.633
C 1.265 1.708 -0.833
C 2.228 1.328 0.310
C 2.421 -0.139 0.125
C 1.634 -0.678 -0.827
C 0.753 0.361 -1.514
C 1.137 0.369 -3.034
C 1.551 -0.808 -3.665
C 1.970 -0.792 -5.000
C 1.975 0.411 -5.719
C 1.587 1.595 -5.083
C 1.150 1.567 -3.750
H 0.446 2.342 -0.483
H 1.855 2.282 -1.551
H 3.160 1.899 0.249
H 1.788 1.582 1.282
H 3.094 -0.687 0.767
H 1.636 -1.729 -1.134
H 1.602 -1.749 -3.118
H 2.292 -1.720 -5.476
H 2.283 0.428 -6.769
H 1.613 2.552 -5.609
H 0.873 2.501 -3.257
```

HOMO-LUMO gap (eV): 6.40
Charge: +1
HOMO (eV): -11.87
Energy above the lowest of the compared OMol25 structures with the same formula, charge and spin (eV): 1.887
LUMO level (Eh): -0.2012
M (g mol⁻¹): 279.447
E_tot (eV): -22206.00617

---

DFT (the ωB97M-V functional and the def2-TZVPD basis) results for a structure of composition C21H27AsMnN2O3.

XYZ file:
```
55
C21H27AsMnN2O3, DFT the ωB97M-V functional and the def2-TZVPD basis
Mn 1.453 1.366 0.504
C 3.326 -0.093 4.044
O 2.183 -0.117 4.887
C 0.925 0.103 4.396
C -0.090 -0.323 5.240
C -1.429 -0.166 4.904
C -1.761 0.452 3.722
C -0.772 0.926 2.846
C -1.205 1.540 1.627
N -0.425 2.052 0.732
N -0.996 2.450 -0.447
C -0.117 2.454 -1.415
O 1.123 2.048 -1.256
C -0.536 2.873 -2.760
C 0.363 2.778 -3.821
C -0.038 3.103 -5.106
C -1.339 3.524 -5.343
C -2.236 3.631 -4.288
C -1.840 3.308 -3.003
C 0.613 0.727 3.171
O 1.543 1.102 2.320
H 4.155 -0.403 4.678
H 3.526 0.898 3.646
H 3.228 -0.799 3.216
H 0.206 -0.791 6.170
H -2.198 -0.540 5.564
H -2.804 0.580 3.452
H -2.273 1.553 1.410
H 1.374 2.449 -3.622
H 0.663 3.030 -5.928
H -1.651 3.772 -6.349
H -3.248 3.968 -4.473
H -2.519 3.379 -2.164
C -1.660 -0.909 -2.273
C -0.254 -1.476 -2.084
As 0.433 -1.063 -0.280
C -0.686 -2.231 0.862
C -1.008 -3.647 0.398
C 2.191 -1.980 -0.318
C 2.317 -3.343 -0.992
H -2.037 -1.123 -3.274
H -1.665 0.172 -2.133
H -2.353 -1.342 -1.548
H 0.440 -1.021 -2.794
H -0.245 -2.554 -2.245
H -1.613 -1.670 0.998
H -0.189 -2.239 1.835
H -1.430 -3.652 -0.609
H -1.746 -4.095 1.066
H -0.127 -4.287 0.402
H 2.504 -2.039 0.728
H 2.856 -1.265 -0.809
H 1.711 -4.092 -0.486
H 3.354 -3.683 -0.968
H 2.003 -3.296 -2.035
```

HOMO-LUMO gap (spin up / spin down) (eV): 7.50 / 7.61
HOMO (spin up / spin down) (eV): -7.40 / -7.72
Energy above the lowest of the compared OMol25 structures with the same formula, charge and spin (eV): 0.000
LUMO level (spin up / spin down) (Eh): 0.0036 / -0.0042
M (g mol⁻¹): 485.318
⟨S²⟩: 8.76
E_tot (eV): -123496.55432
Spin multiplicity: 6

---

DFT (the ωB97M-V functional and the def2-TZVPD basis) results for a structure of composition C21H27BClN5O6Sc.

XYZ file:
```
62
C21H27BClN5O6Sc, DFT the ωB97M-V functional and the def2-TZVPD basis
Sc 0.113 0.090 0.593
C -0.018 4.541 0.604
C 0.185 3.092 0.287
N -0.020 2.165 1.200
C -0.338 2.524 2.573
C -0.702 1.259 3.335
N 0.203 0.164 2.929
C -0.163 -1.153 3.475
C 0.778 -2.186 2.885
N 0.871 -2.021 1.419
C 0.081 -2.974 0.609
C 0.389 -2.720 -0.867
N 0.593 -1.290 -1.052
C 0.805 -0.781 -2.248
C 0.789 -1.638 -3.473
C 1.049 0.609 -2.316
C 1.120 1.414 -3.428
C 1.100 2.809 -3.352
C 0.770 3.397 -2.136
C 0.689 2.675 -0.962
N 1.165 1.264 -1.005
H 0.577 4.807 1.480
H -1.063 4.734 0.854
H 0.272 5.193 -0.213
H -1.175 3.224 2.644
H 0.523 3.012 3.046
H -1.714 0.940 3.087
H -0.663 1.432 4.414
H 1.153 0.391 3.216
H -1.197 -1.350 3.195
H -0.115 -1.173 4.567
H 0.467 -3.198 3.155
H 1.780 -2.044 3.297
H 1.842 -2.127 1.141
H -0.974 -2.810 0.824
H 0.318 -4.007 0.877
H -0.433 -3.107 -1.475
H 1.286 -3.278 -1.157
H -0.225 -2.004 -3.652
H 1.428 -2.511 -3.331
H 1.125 -1.111 -4.359
H 1.107 0.944 -4.404
H 1.146 3.401 -4.253
H 0.491 4.443 -2.118
O -3.718 -0.399 -0.455
Cl -2.669 0.322 0.143
O -3.100 1.466 0.860
O -1.882 -0.579 1.084
O -1.601 0.664 -0.828
O 3.711 1.626 -0.948
B 2.497 1.301 -0.408
O 2.602 0.902 0.938
C 3.965 1.000 1.218
C 4.617 0.717 2.392
C 5.999 0.905 2.384
C 6.661 1.352 1.245
C 5.980 1.631 0.061
C 4.619 1.441 0.084
H 4.094 0.372 3.274
H 6.563 0.698 3.283
H 7.734 1.487 1.278
H 6.488 1.975 -0.828
```

HOMO-LUMO gap (eV): 6.25
Charge: +1
HOMO (eV): -9.49
Energy above the lowest of the compared OMol25 structures with the same formula, charge and spin (eV): 0.143
LUMO level (Eh): -0.1190
M (g mol⁻¹): 536.697
E_tot (eV): -75844.53144

---

DFT (the ωB97M-V functional and the def2-TZVPD basis) results for a structure of composition C21H27BIKN12O3.

XYZ file:
```
66
C21H27BIKN12O3, DFT the ωB97M-V functional and the def2-TZVPD basis
K -2.257 1.668 0.556
N -5.101 2.875 3.340
C -4.371 3.848 2.671
N -4.276 5.087 3.146
N -3.555 5.737 2.208
N -3.246 4.926 1.251
N -3.757 3.695 1.503
C -5.014 1.501 3.210
N -5.756 0.696 3.974
N -5.428 -0.537 3.581
N -4.544 -0.474 2.639
N -4.239 0.821 2.361
H -5.576 3.189 4.167
O -3.486 -2.465 -0.766
C -2.463 -2.212 -0.112
C -1.092 -2.485 -0.704
C -0.086 -3.285 0.160
C -0.616 -3.748 1.519
C -0.720 -2.600 2.524
C -1.323 -1.351 1.885
N -2.508 -1.655 1.101
H -0.664 -1.508 -0.948
H -1.288 -2.995 -1.646
H 0.805 -2.672 0.319
H 0.232 -4.162 -0.409
H 0.037 -4.526 1.924
H -1.599 -4.210 1.388
H 0.277 -2.343 2.894
H -1.321 -2.910 3.383
H -0.577 -0.854 1.259
H -1.628 -0.638 2.653
H -3.409 -1.414 1.537
I -8.236 2.204 0.983
C -6.636 1.242 0.115
C -6.374 -0.109 0.118
N -5.213 -0.267 -0.532
N -4.683 0.898 -0.936
C -5.546 1.827 -0.550
H -6.893 -0.936 0.569
H -4.683 -1.134 -0.667
H -5.342 2.873 -0.709
C 6.442 1.822 -3.463
C 6.451 0.506 -2.683
C 7.624 0.552 -1.694
C 6.682 -0.635 -3.684
C 5.141 0.271 -1.926
C 4.997 -0.883 -1.155
C 3.830 -1.162 -0.440
C 2.799 -0.252 -0.515
O 1.575 -0.274 0.064
B 0.834 0.925 -0.346
O 1.783 1.621 -1.200
C 2.924 0.899 -1.280
C 4.076 1.180 -1.986
H 7.396 1.946 -3.982
H 6.305 2.678 -2.800
H 5.647 1.838 -4.210
H 8.566 0.718 -2.225
H 7.708 -0.379 -1.133
H 7.484 1.363 -0.976
H 7.616 -0.481 -4.233
H 5.862 -0.682 -4.402
H 6.739 -1.600 -3.178
H 5.813 -1.595 -1.101
H 3.736 -2.063 0.154
H 4.125 2.091 -2.565
```

HOMO-LUMO gap (eV): 5.48
Charge: -2
HOMO (eV): -1.90
Energy above the lowest of the compared OMol25 structures with the same formula, charge and spin (eV): 0.000
LUMO level (Eh): 0.1316
M (g mol⁻¹): 672.342
E_tot (eV): -71344.35315